Entry 1:
Below is a molecular structure, C35H47B2Br53NO8PS2, with properties calculated with ωB97M-V with the def2-TZVPD basis set.

The geometry in XYZ format:
```
149
Properties=species:S:1:pos:R:3:forces:R:3
C 1.0291 2.8753 -5.9451 -0.563 -0.459 0.930
C -0.0883 2.5168 -5.5901 -0.209 -0.271 0.379
C -1.4975 1.9482 -5.1728 0.896 0.473 -1.506
C -1.5010 0.3308 -5.2971 0.108 1.003 -0.551
C -1.9520 -0.2829 -3.9126 -0.887 1.356 -0.479
C -1.6109 -1.7732 -3.5498 1.366 -0.444 1.689
B 0.0128 -1.7997 -3.2214 1.785 -0.623 0.082
C 1.0310 -0.5492 -3.3918 0.691 0.828 0.402
O 0.6424 -2.9764 -2.6885 -1.175 1.528 -0.525
C -1.7943 -2.9089 -4.6657 0.422 -0.402 0.146
S -0.2323 -2.7115 -5.7487 0.220 0.137 -0.412
B -2.9434 -2.6619 -5.8013 -0.711 -0.350 -1.769
O -2.6938 -3.2206 -7.1150 0.234 1.347 1.777
C -4.2870 -1.8123 -5.7524 -1.092 0.307 -0.431
C -5.6130 -2.6991 -6.0777 -0.283 0.800 0.388
C -1.7373 -4.4362 -4.1345 0.481 0.482 -1.332
C -2.5045 -5.5113 -5.0017 1.033 -1.764 0.639
O -3.9298 -5.5978 -4.8019 0.426 -1.100 -1.051
C -4.3190 -6.7799 -5.5147 -0.441 -0.578 -1.526
C -4.4255 -8.1480 -4.7355 0.520 1.293 1.081
O -4.5229 -6.7208 -6.7116 0.301 0.127 2.074
S -2.0130 -4.7188 -2.3370 1.007 -5.399 3.617
O -3.1992 -5.5281 -1.9856 0.465 2.581 -1.397
O -0.8681 -5.5114 -1.8098 -1.073 2.562 -1.709
O -2.0267 -3.3368 -1.4957 1.063 -0.658 -1.112
C -2.3140 -2.0883 -2.1303 -2.326 1.200 -0.004
C -2.1463 -0.9163 -1.0481 1.140 0.338 1.043
Br -3.4626 0.5995 -1.0156 0.857 -1.038 -0.595
C -1.1926 -0.8258 -0.0606 -0.602 -0.720 -1.125
C -0.0803 -1.8893 0.1824 0.845 0.268 1.778
Br -1.1838 0.7306 1.1779 0.381 -1.593 -0.899
P -4.2566 -2.0862 -2.2752 -1.961 1.074 0.155
N -4.7209 -2.4729 -0.6097 0.065 -0.528 -1.628
O -4.8156 -3.3846 -3.1895 0.556 0.073 1.289
H 2.1420 3.0484 -6.1124 -3.143 0.268 1.181
H -2.2235 2.3863 -5.9326 0.834 -0.555 1.023
H -1.8409 2.3149 -4.1631 0.678 -0.375 -0.935
H -0.4641 0.0647 -5.6434 -1.157 -0.021 0.620
H -2.1973 0.1198 -6.1712 0.699 -0.141 1.217
H -1.5008 0.4618 -3.1708 -0.416 -1.589 -0.621
H -3.0728 -0.0706 -3.8194 1.405 -0.466 -0.187
H 2.0354 -0.7539 -2.8782 -1.268 0.120 -0.578
H 0.6625 0.4177 -2.9074 0.414 -1.119 -0.801
H 1.3121 -0.3360 -4.4774 -0.594 -0.186 1.409
H 1.5329 -2.7616 -2.3587 -0.511 -0.205 -0.433
H 0.7145 -3.6293 -5.3914 -0.838 0.169 0.432
H -2.7363 -2.4766 -7.7467 -0.414 -0.778 0.130
H -4.5245 -1.2219 -4.8322 0.474 -0.522 -0.806
H -4.2435 -1.0592 -6.6147 0.223 -0.906 1.113
H -6.3161 -2.5727 -5.1889 0.991 -0.503 -1.134
H -5.3768 -3.7866 -6.2542 -0.385 1.227 0.116
H -6.1715 -2.2277 -6.9528 0.863 -0.889 0.935
H -0.6499 -4.7578 -4.2660 -1.530 0.368 0.763
H -2.0867 -6.5219 -4.6434 -0.289 1.317 -0.291
H -2.2237 -5.4961 -6.1097 -0.409 0.730 1.437
H -3.5919 -8.8426 -5.0698 -1.176 0.896 0.249
H -4.2703 -7.9023 -3.6333 -0.286 -0.548 -1.334
H -5.4410 -8.6053 -4.8988 1.174 0.481 0.008
H 0.3601 -1.6720 1.2170 -0.636 -0.159 -1.356
H -0.4417 -2.9634 0.2808 0.251 1.508 -0.697
H 0.8242 -1.8051 -0.5044 -1.529 -0.066 0.654
H -5.6798 -2.1204 -0.4537 0.762 -0.236 -0.084
H -4.7117 -3.4897 -0.4531 0.157 0.445 0.210
H -5.3524 -3.9828 -2.6210 0.842 0.167 -0.607
C 1.1198 4.3034 0.5924 -0.100 0.019 -0.003
Br 0.4281 3.6862 -1.1088 0.128 0.045 0.228
Br -0.0862 3.9042 2.0524 0.129 0.262 -0.243
Br 2.8995 3.6241 0.9366 -0.245 0.038 -0.056
H 1.1975 5.3853 0.5296 -0.005 -0.230 0.014
C -5.6327 2.3187 -4.3005 0.083 0.068 0.088
Br -6.3205 4.1071 -4.5771 0.084 -0.303 0.031
Br -6.8761 1.2120 -3.3105 0.185 0.119 -0.181
Br -5.1014 1.4848 -5.9663 -0.262 0.346 0.283
H -4.7363 2.4125 -3.6918 -0.164 -0.056 -0.107
C -7.3167 0.3749 1.0243 0.277 0.145 -0.060
Br -8.3440 -1.1774 0.4849 0.130 0.190 0.064
Br -8.3106 1.5055 2.2437 0.061 -0.267 -0.121
Br -5.5913 -0.1217 1.7451 -0.635 0.155 0.109
H -7.1314 0.9603 0.1266 -0.084 -0.106 0.154
C 1.2704 2.8087 6.1517 0.093 -0.091 -0.016
Br 0.6174 4.6024 5.8183 0.058 -0.247 0.027
Br -0.0295 1.7356 7.1068 0.170 0.141 -0.137
Br 1.8587 1.9435 4.5246 -0.071 0.101 0.333
H 2.1412 2.9021 6.7964 -0.198 -0.012 -0.077
C 5.2045 1.9047 -7.9208 0.230 0.055 -0.032
Br 5.9249 2.9600 -9.3759 -0.165 -0.184 0.177
Br 3.4193 2.4818 -7.4284 1.568 -0.740 -1.279
Br 5.2614 0.0092 -8.3077 -0.093 0.323 0.018
H 5.8433 2.0737 -7.0578 -0.144 -0.030 -0.168
C -7.0090 5.0541 3.5915 -0.089 -0.057 0.086
Br -7.2353 6.9720 3.7340 0.074 -0.288 -0.042
Br -5.9178 4.5708 2.0647 -0.051 0.123 0.229
Br -6.3257 4.2864 5.2312 -0.460 0.438 -0.193
H -7.9954 4.6286 3.4263 0.210 0.077 0.000
C 5.3773 1.6943 7.9513 0.068 0.010 0.097
Br 4.7445 3.4914 7.6151 -0.083 -0.330 -0.020
Br 4.0644 0.6383 8.9055 0.131 0.196 -0.212
Br 5.9624 0.8207 6.3251 -0.106 0.155 0.192
H 6.2481 1.7796 8.5966 -0.168 0.012 -0.130
C 7.1822 6.1955 10.2403 0.119 -0.031 0.057
Br 6.5467 7.9932 9.9060 0.131 -0.439 -0.220
Br 5.8742 5.1343 11.1941 0.244 0.150 -0.119
Br 7.7651 5.3252 8.6125 0.002 0.169 0.232
H 8.0522 6.2805 10.8860 -0.183 0.003 -0.131
C 1.6316 1.7605 -10.7243 0.057 0.009 0.006
Br 0.9391 3.5325 -11.0811 0.095 -0.302 0.061
Br 0.3694 0.6828 -9.7273 0.194 0.166 -0.134
Br 2.2120 0.8739 -12.3449 -0.123 0.138 0.245
H 2.5103 1.8830 -10.0965 -0.183 -0.029 -0.119
C 11.7209 3.8825 6.8038 0.076 -0.021 -0.009
Br 10.3559 2.5121 6.6947 0.134 0.243 0.006
Br 11.5135 5.2159 5.4158 -0.024 -0.207 0.248
Br 11.7987 4.6827 8.5654 -0.028 -0.118 -0.279
H 12.6764 3.3934 6.6349 -0.205 0.097 0.037
C -3.4848 -12.0447 -6.5228 0.046 -0.070 -0.057
Br -2.9514 -12.0400 -4.6610 -0.107 0.044 -0.267
Br -5.3803 -12.3812 -6.7275 0.292 0.103 0.062
Br -2.9415 -10.4225 -7.4289 -0.104 -0.239 0.106
H -2.9617 -12.8678 -7.0019 -0.112 0.170 0.108
C 5.1942 8.3124 14.3454 -0.076 0.051 0.038
Br 5.3034 9.5035 12.8238 -0.116 -0.108 0.450
Br 3.7539 7.0326 14.1529 0.237 0.191 -0.017
Br 6.8884 7.4427 14.6991 -0.241 0.099 -0.111
H 4.9628 8.9240 15.2131 0.062 -0.141 -0.173
C -3.5239 0.7556 5.4069 0.198 0.063 -0.107
Br -3.8241 2.3110 4.2943 0.394 -0.561 0.086
Br -4.8281 0.6215 6.8330 0.153 0.040 -0.226
Br -3.4345 -0.8681 4.3562 0.069 0.165 0.254
H -2.5518 0.8858 5.8762 -0.194 -0.036 -0.104
C 1.0702 6.1950 9.4506 -0.031 0.082 -0.109
Br 2.9731 6.5418 9.4933 -0.343 -0.029 0.038
Br 0.6808 4.3178 9.7223 0.127 0.226 0.017
Br 0.1032 7.3193 10.6958 0.181 -0.197 -0.147
H 0.7217 6.4514 8.4533 0.043 -0.105 0.191
C 7.4029 -0.2780 2.5823 -0.056 -0.068 0.053
Br 7.4230 -1.7145 1.2851 0.010 0.279 0.165
Br 9.1924 0.3076 3.0346 -0.275 -0.064 -0.087
Br 6.2856 1.1951 2.0069 0.180 -0.195 0.085
H 6.9599 -0.6767 3.4913 0.087 0.079 -0.187
C 10.2461 -3.6201 -1.3259 0.091 -0.034 -0.002
Br 10.7085 -3.6382 0.5538 -0.070 0.012 -0.309
Br 8.3603 -3.9631 -1.6085 0.257 0.077 0.071
Br 10.8158 -1.9847 -2.1914 -0.131 -0.235 0.171
H 10.7908 -4.4350 -1.7949 -0.131 0.168 0.090
C -1.5867 1.4663 11.6293 0.031 0.109 -0.006
Br -2.2802 0.8417 9.9329 0.016 0.042 0.265
Br -2.7953 1.0719 13.0890 0.204 0.017 -0.255
Br 0.1969 0.7922 11.9677 -0.266 0.089 -0.077
H -1.5101 2.5488 11.5626 -0.008 -0.212 0.008
```
Forces are in eV/Å.

Output
gap between HOMO and LUMO: 7.580 eV
net charge: 0
HOMO level: -7.97 eV

Löwdin atomic charge list, values in e, 4 entries:
1 C -0.03
2 C -0.10
3 C -0.17
4 C -0.18

Entry 2:
Below is C4H5NO in the gas phase, with properties calculated with ωB97M-V with the def2-TZVPD basis set.

The geometry in XYZ format:
```
11
Properties=species:S:1:pos:R:3:forces:R:3
C 0.7872 -0.0716 -0.3029 2.480 -2.014 4.067
C -0.0295 -1.1570 -0.0278 4.055 -3.498 -2.180
C -1.3665 -0.7098 -0.0526 2.444 0.106 0.123
C -1.2874 0.6203 -0.1074 -0.236 4.386 1.472
H 2.7146 0.5066 0.3977 -2.136 -0.841 -0.965
H 0.7259 -2.1713 -0.0226 -3.269 2.448 0.140
H -2.2362 -1.2082 0.1625 -1.829 -1.276 0.068
H -2.1959 1.3153 0.0768 2.229 -0.873 -0.528
H 0.5819 2.0217 -0.0628 -1.145 -2.045 -0.223
N 0.1723 1.0405 -0.0182 -4.701 3.408 -1.451
O 2.1335 -0.1864 -0.0427 2.108 0.198 -0.522
```
Forces are in eV/Å.

Output
gap between HOMO and LUMO: 8.213 eV
net charge: 0
energy above the lowest of the compared OMol25 structures with the same formula, charge and spin: 2.886 eV
HOMO level: -7.63 eV

Löwdin atomic charge list, values in e, 4 entries:
1 C -0.48
2 C -0.06
3 C -0.14
4 C -0.10